1.
{"formula": "C3H7N2OS", "method": "the ωB97M-V functional and the def2-TZVPD basis", "species": ["C", "C", "C", "N", "N", "O", "S", "H", "H", "H", "H", "H", "H", "H"], "positions_angstrom": [[-2.800, -0.199, 0.498], [1.921, -0.246, -0.396], [-1.476, 0.071, -0.102], [0.996, -0.528, 0.486], [2.929, 0.591, -0.026], [-0.965, 1.160, -0.730], [-0.357, -1.272, -0.114], [-2.896, -1.184, 0.902], [-3.614, 0.522, 0.225], [2.056, -0.770, -1.381], [3.375, 1.000, -0.824], [3.310, 0.771, 0.938], [-1.739, 1.867, -0.587], [-0.740, -1.783, 1.112]], "fmax_ha_per_bohr": 0.129, "lumo_ev": -3.75, "total_charge": 1, "e_tot_ev": -19077.557, "gap_ev": 9.70}


2.
{"formula": "C3H7N2OS", "method": "the ωB97M-V functional and the def2-TZVPD basis", "species": ["C", "C", "C", "N", "N", "O", "S", "H", "H", "H", "H", "H", "H", "H"], "positions_angstrom": [[0.172, 0.702, 0.099], [-1.516, -0.534, -0.672], [-0.431, -1.483, -0.130], [-1.070, 0.770, -0.308], [0.635, -0.579, 0.178], [2.673, 1.647, 1.212], [1.474, 2.274, 0.318], [-1.539, -0.609, -1.768], [-2.418, -0.776, -0.259], [-0.757, -2.082, 0.653], [-0.198, -2.332, -0.808], [-1.362, 1.521, -0.874], [1.597, -0.776, 0.312], [2.740, 2.259, 2.047]], "fmax_ha_per_bohr": 0.080, "lumo_ev": -3.87, "total_charge": 1, "e_tot_ev": -19079.113, "gap_ev": 10.04}


3.
{"formula": "C3H7N2OS2", "method": "the ωB97M-V functional and the def2-TZVPD basis", "species": ["N", "C", "O", "C", "N", "C", "S", "S", "H", "H", "H", "H", "H", "H", "H"], "positions_angstrom": [[1.701, 0.567, -1.152], [1.314, 0.269, 0.063], [1.706, 0.675, 1.134], [0.044, -0.663, 0.128], [-0.227, -0.937, 1.570], [-1.113, 0.126, -0.644], [-1.260, -0.053, -2.242], [-2.048, 1.287, 0.417], [2.397, 1.205, -1.483], [1.268, 0.384, -2.024], [0.122, -1.536, -0.644], [0.557, -0.243, 1.898], [-1.186, -0.498, 1.785], [-0.173, -1.915, 1.618], [-3.103, 1.331, -0.426]], "fmax_ha_per_bohr": 0.084, "smiles": "NC(=O)[C@@H]([NH3+])C(=S)S", "lumo_ev": -4.94, "total_charge": 1, "e_tot_ev": -29914.992, "gap_ev": 8.43}


4.
{"formula": "C3H7N2S", "method": "the ωB97M-V functional and the def2-TZVPD basis", "species": ["C", "C", "C", "N", "N", "S", "H", "H", "H", "H", "H", "H", "H"], "positions_angstrom": [[-0.659, 0.561, 0.264], [-0.904, -0.737, 0.092], [1.696, 0.763, -0.382], [0.442, 1.187, -0.258], [0.005, -1.629, -0.352], [2.561, -0.316, 0.630], [-1.512, 1.085, 0.540], [1.384, -0.640, 1.197], [-1.852, -1.135, 0.369], [2.183, 1.468, -1.042], [0.161, 2.130, -0.764], [-0.200, -2.567, -0.402], [0.746, -1.150, -0.743]], "fmax_ha_per_bohr": 0.060, "lumo_ev": -4.95, "total_charge": 1, "e_tot_ev": -17031.580, "gap_ev": 8.24}


5.
{"formula": "C3H7N2S", "method": "the ωB97M-V functional and the def2-TZVPD basis", "species": ["C", "C", "C", "N", "N", "S", "H", "H", "H", "H", "H", "H", "H"], "positions_angstrom": [[-0.965, 0.022, -1.388], [-1.964, 0.992, -1.220], [1.384, -0.069, 1.671], [1.299, -1.420, -0.183], [0.847, -0.513, 0.475], [-0.372, -1.289, -1.847], [-2.942, 0.770, -1.750], [-2.132, 1.086, -0.142], [-1.587, 1.996, -1.626], [1.560, 0.997, 1.532], [0.515, -0.068, 2.285], [2.269, -0.632, 2.028], [2.087, -1.873, 0.165]], "fmax_ha_per_bohr": 0.076, "lumo_ev": -5.11, "total_charge": 1, "e_tot_ev": -17029.248, "gap_ev": 9.19}


6.
{"formula": "C3H7N3", "method": "the ωB97M-V functional and the def2-TZVPD basis", "species": ["H", "N", "C", "N", "N", "C", "C", "H", "H", "H", "H", "H", "H"], "positions_angstrom": [[0.845, -2.399, -1.630], [0.564, -2.132, -0.710], [0.313, -0.871, -0.746], [-0.231, -0.175, 0.313], [-0.436, -0.886, 1.542], [-0.599, 1.157, 0.322], [0.223, 2.088, -0.236], [0.323, -0.273, -1.709], [-0.949, -1.721, 1.251], [0.525, -1.171, 1.793], [-1.651, 1.396, 0.819], [-0.217, 3.125, -0.310], [1.290, 1.861, -0.698]], "fmax_ha_per_bohr": 0.056, "smiles": "[H]/N=C/N(N)C=C", "lumo_ev": 1.00, "total_charge": 0, "e_tot_ev": -7692.521, "gap_ev": 9.63}


7.
{"formula": "C3H7N3", "method": "the ωB97M-V functional and the def2-TZVPD basis", "species": ["H", "N", "C", "N", "C", "C", "N", "H", "H", "H", "H", "H", "H"], "positions_angstrom": [[3.283, -0.549, 0.505], [2.719, 0.088, -0.060], [1.581, 0.289, 0.489], [0.628, 1.013, -0.137], [-0.540, 0.427, -0.217], [-0.788, -1.064, -0.161], [-1.599, 1.211, -0.578], [1.247, -0.220, 1.444], [-1.605, -1.339, -0.835], [-1.063, -1.337, 0.861], [0.095, -1.632, -0.460], [-2.535, 0.905, -0.348], [-1.423, 2.206, -0.502]], "fmax_ha_per_bohr": 0.054, "smiles": "[H]/N=C/N=C(\\C)N", "lumo_ev": 0.79, "total_charge": 0, "e_tot_ev": -7694.246, "gap_ev": 9.67}


8.
{"formula": "C3H7N3", "method": "the ωB97M-V functional and the def2-TZVPD basis", "species": ["C", "C", "C", "N", "N", "N", "H", "H", "H", "H", "H", "H", "H"], "positions_angstrom": [[-1.038, 0.937, 0.935], [-1.366, -0.331, 0.589], [0.383, 1.073, 0.376], [-0.333, -1.063, 0.011], [0.657, -0.293, 0.005], [1.722, -0.608, -0.910], [-1.616, 1.774, 1.289], [-0.838, -1.876, -1.987], [0.226, 1.863, -0.567], [1.200, 1.594, 0.917], [-1.503, -2.276, -2.277], [2.677, -0.376, -0.387], [1.994, -1.608, -0.994]], "fmax_ha_per_bohr": 0.082, "lumo_ev": [-0.22, -0.80], "total_charge": 0, "e_tot_ev": -7687.148, "gap_ev": [8.34, 6.09]}